{
  "formula": "C20H34O5",
  "method": "the ωB97M-V functional and the def2-TZVPD basis",
  "orbital_gap_ha": 0.353,
  "energy_ha": -1158.6779,
  "smiles": "CCCCC[C@H](O)/C=C/[C@@H]1[C@@H](C/C=C\\CCCC(=O)O)[C@@H](O)C[C@H]1O",
  "relative_energy_ev": 1.009,
  "symbols": ["C", "H", "C", "C", "C", "C", "H", "H", "C", "C", "C", "C", "H", "C", "C", "C", "C", "C", "H", "H", "C", "H", "H", "C", "C", "O", "O", "H", "H", "H", "H", "H", "H", "H", "H", "C", "O", "H", "C", "H", "H", "C", "O", "H", "H", "H", "H", "H", "O", "H", "H", "H", "H", "H", "H", "H", "H", "H", "H"],
  "positions_angstrom": [[-6.6199, -3.0605, -0.7647], [-5.8635, -3.5629, -0.1656], [-6.0390, -1.8174, -1.4271], [-5.5221, -0.8156, -0.3965], [-4.9287, 0.4249, -1.0609], [-4.5470, 1.5257, -0.0714], [-4.2315, 2.4139, -0.6288], [-5.4289, 1.7958, 0.5148], [-3.4309, 1.1635, 0.9281], [-2.1041, 1.0023, 0.2360], [-0.9814, 1.5913, 0.6142], [0.3407, 1.3961, -0.0515], [0.1954, 0.8590, -0.9950], [1.3060, 0.5906, 0.8531], [1.3028, -0.9073, 0.5386], [1.9638, -1.7024, 1.6232], [3.0791, -2.4128, 1.5384], [3.9719, -2.5292, 0.3426], [4.3318, -3.5547, 0.2420], [3.4255, -2.2740, -0.5647], [5.1626, -1.5707, 0.4931], [4.7893, -0.6369, 0.9154], [5.8897, -1.9818, 1.1949], [5.8452, -1.2800, -0.8466], [6.7327, -0.0521, -0.7265], [7.9316, -0.0903, -0.7635], [6.0776, 1.0986, -0.5644], [5.0982, 0.9844, -0.5546], [5.0850, -1.0797, -1.6058], [6.4519, -2.1276, -1.1644], [3.4340, -2.9271, 2.4223], [1.4368, -1.6723, 2.5693], [0.2604, -1.2305, 0.4593], [1.7906, -1.0681, -0.4219], [1.0088, 0.7336, 1.8967], [2.6709, 1.2832, 0.6646], [3.3292, 0.8844, -0.5202], [2.8950, 1.3591, -1.2484], [2.2779, 2.7575, 0.5899], [1.9914, 3.1295, 1.5714], [3.0769, 3.3763, 0.1846], [1.0686, 2.7342, -0.3505], [1.5689, 2.7588, -1.6792], [0.8343, 2.8079, -2.2990], [0.4094, 3.5968, -0.1897], [3.3514, 1.0605, 1.4903], [-0.9714, 2.2283, 1.4891], [-2.1150, 0.3391, -0.6172], [-3.3881, 2.1080, 1.9749], [-3.2289, 2.9785, 1.5921], [-3.6836, 0.2201, 1.4265], [-5.6692, 0.8388, -1.7503], [-4.0611, 0.1364, -1.6574], [-6.3438, -0.5161, 0.2577], [-4.7667, -1.3052, 0.2208], [-6.8070, -1.3412, -2.0410], [-5.2204, -2.1085, -2.0897], [-7.4490, -2.7929, -0.1133], [-6.9839, -3.7593, -1.5140]],
  "forces_ev_per_a": [[0.06, 0.13, -0.22], [0.04, -0.09, 0.08], [0.00, -0.06, 0.35], [0.06, 0.06, -0.48], [-0.05, 0.06, 0.29], [0.13, -0.18, 0.08], [0.00, 0.07, 0.06], [0.02, 0.04, 0.02], [-0.25, -0.05, -0.28], [-0.32, 0.02, 0.29], [0.12, -0.10, -0.23], [0.00, 0.10, 0.10], [0.03, 0.05, 0.01], [0.30, -0.16, -0.41], [0.04, 0.13, 0.20], [-0.20, 0.00, -0.04], [0.11, -0.21, -0.02], [0.03, 0.21, 0.13], [-0.02, -0.03, -0.08], [0.02, -0.03, -0.06], [-0.14, -0.09, -0.27], [0.04, -0.04, 0.05], [0.02, 0.07, 0.07], [0.12, 0.11, 0.19], [-0.02, -0.58, -0.23], [0.12, 0.10, 0.04], [-0.24, 0.45, 0.10], [0.27, -0.06, -0.06], [-0.03, -0.04, 0.00], [0.01, 0.10, -0.05], [-0.04, -0.02, 0.19], [0.02, -0.04, 0.19], [-0.02, -0.01, -0.08], [-0.10, 0.02, -0.06], [0.02, 0.05, 0.03], [-0.31, 0.18, 0.93], [0.04, -0.09, -0.55], [0.11, -0.08, -0.15], [0.00, -0.23, -0.39], [-0.03, 0.00, 0.08], [0.02, 0.10, 0.08], [-0.32, 0.16, 0.51], [0.31, 0.06, -0.38], [0.00, -0.05, 0.01], [0.06, -0.10, -0.05], [-0.03, 0.02, -0.06], [-0.11, 0.07, 0.19], [0.13, -0.11, -0.20], [0.08, 0.21, 0.24], [-0.02, 0.00, -0.01], [0.00, 0.07, -0.09], [0.05, -0.03, -0.08], [0.00, -0.01, -0.13], [-0.02, 0.00, 0.12], [-0.01, -0.05, 0.12], [0.04, 0.04, -0.08], [0.00, 0.05, -0.09], [-0.10, -0.03, 0.09], [-0.06, -0.13, 0.00]],
  "mulliken_charge": [-1.30, 0.33, -0.42, -0.47, -0.57, -1.01, 0.40, 0.36, 0.27, -0.62, -1.04, 0.77, 0.31, -0.27, -0.23, -0.69, -0.55, -0.81, 0.52, 0.35, -0.13, 0.03, 0.42, -0.84, 0.42, -0.60, -0.50, 0.59, 0.32, 0.48, 0.38, 0.41, 0.35, 0.21, 0.51, -0.63, -0.58, 0.43, -0.97, 0.43, 0.40, -0.61, -0.56, 0.36, 0.47, 0.56, 0.49, 0.34, -0.65, 0.39, 0.18, 0.39, 0.25, 0.29, 0.25, 0.33, 0.33, 0.32, 0.39]
}